# C2H12NO4

4 unconnected molecules or ions with the total composition C2H12NO4 in a non-equilibrium geometry (ωB97M-V/def2-TZVPD, the OMol25 dataset).

As for the HOMO-LUMO gap: 7.30 eV. The calculation puts the largest force on an atom at 10.614 eV/A. The net charge is -1. For the total energy, the calculation gives -439.07692 a.u. Its LUMO energy is 3.93 eV.

Each line ends with the natural charge from an NBO analysis.
Element x y z (Å)
C -1.256324 0.735857 -0.662205  -0.0399
O -1.082715 -0.558584 -0.729159  -0.9670
C 0.007343 1.434245 -0.195674  -0.2486
N 1.314952 0.983145 -0.930364  -0.8909
H -1.502588 1.041462 -1.748831  0.0814
H -2.211393 0.821659 -0.014567  0.1247
H 0.009148 2.578732 -0.025507  0.1656
H 0.142195 0.987397 0.770869  0.1764
H 1.240377 -0.034333 -0.846235  0.3839
H 1.408827 1.203203 -1.840081  0.3339
H 0.447030 -2.981602 0.377287  0.4441
H -0.103351 -1.520767 0.173252  0.5111
O 0.673296 -2.039039 0.515097  -1.0244
H 2.210994 0.547163 1.741889  0.4805
H 2.964440 1.551093 0.982569  0.4817
O 2.718344 1.405230 1.925509  -0.9674
H -2.185444 -2.639063 0.695532  0.4416
H -2.169264 -1.608749 -0.430264  0.4823
O -2.625867 -1.907049 0.240883  -0.9690

Forces on atoms 1 to 2 (eV/Å):
-1.9787 0.8400 -1.8792
2.5734 -2.3632 -0.9557